[1]
Formula: C54H46F3NO2P2Se2V
Source: the Open Molecules 2025 dataset
Level of theory: wB97M-V/def2-TZVPD

Structure (XYZ):
```
111
Properties=species:S:1:pos:R:3
V -1.46 -1.33 1.29
C 2.37 -1.73 3.38
C 2.75 -0.34 3.40
C 1.88 0.62 2.98
C 0.58 0.28 2.50
C 0.14 -1.12 2.57
C 1.12 -2.09 2.99
C -0.36 1.20 2.00
C -0.22 2.61 2.05
C -1.23 3.43 1.70
C -2.52 2.88 1.32
C -3.64 3.67 1.09
C -4.87 3.12 0.76
C -4.97 1.74 0.66
C -3.87 0.92 0.88
C -2.62 1.47 1.22
N -1.54 0.64 1.47
H 3.08 -2.48 3.71
H 3.73 -0.06 3.76
H 2.19 1.66 3.00
H 0.81 -3.13 3.06
H 0.73 3.03 2.38
H -1.11 4.51 1.74
H -3.53 4.75 1.18
H -5.73 3.76 0.58
H -5.93 1.28 0.42
H -3.98 -0.15 0.80
O -2.28 -4.83 -2.58
C -2.84 -4.65 -1.25
C -1.83 -4.91 -0.14
C -1.49 -6.41 -0.11
O -0.92 -6.92 -1.32
C -2.44 -4.59 1.24
Se -3.49 -2.92 1.46
C -0.53 -4.14 -0.39
Se -0.66 -2.23 -0.96
H -1.68 -4.07 -2.70
H -3.68 -5.35 -1.17
H -3.24 -3.64 -1.15
H -2.41 -6.96 0.13
H -0.77 -6.60 0.69
H -1.33 -6.43 -2.05
H -1.64 -4.56 1.97
H -3.12 -5.39 1.53
H 0.01 -4.61 -1.20
H 0.10 -4.19 0.49
C 0.51 1.30 -4.01
P -0.02 0.90 -2.26
C -1.52 1.99 -2.25
C -2.71 1.27 -2.37
C -3.92 1.92 -2.58
C -3.96 3.31 -2.66
C -2.79 4.03 -2.51
C -1.58 3.38 -2.30
C 1.34 1.75 -1.36
C 2.11 0.91 -0.55
C 3.26 1.38 0.07
C 3.64 2.71 -0.07
C 2.87 3.56 -0.85
C 1.75 3.08 -1.51
P 1.46 -0.11 -4.73
C 2.92 -0.14 -3.63
C 3.79 0.94 -3.45
C 4.86 0.85 -2.58
C 5.08 -0.33 -1.87
C 4.23 -1.40 -2.02
C 3.14 -1.31 -2.90
C 2.17 0.69 -6.25
C 3.47 0.41 -6.68
C 3.96 0.93 -7.88
C 3.15 1.72 -8.68
C 1.84 1.97 -8.28
C 1.36 1.45 -7.08
H 1.07 2.24 -4.07
H -0.40 1.39 -4.60
H -2.68 0.19 -2.29
H -4.84 1.35 -2.68
H -4.90 3.82 -2.82
H -2.82 5.12 -2.54
H -0.69 3.98 -2.17
H 1.80 -0.12 -0.42
H 3.85 0.71 0.68
H 4.53 3.08 0.43
H 3.16 4.61 -0.97
H 1.20 3.76 -2.16
H 3.62 1.86 -4.00
H 5.52 1.70 -2.45
H 5.92 -0.39 -1.18
H 4.38 -2.31 -1.45
H 2.45 -2.14 -3.00
H 4.11 -0.21 -6.07
H 4.97 0.72 -8.18
H 3.53 2.14 -9.61
H 1.19 2.58 -8.90
H 0.34 1.66 -6.79
F -0.92 1.00 10.47
C -0.25 -0.07 9.93
F -0.45 -1.11 10.78
F 1.07 0.26 10.07
C -0.65 -0.37 8.55
C -0.86 -1.68 8.12
C -1.18 -1.96 6.81
C -1.30 -0.91 5.83
C -1.12 0.43 6.31
C -0.79 0.68 7.62
C -1.52 -1.15 4.49
C -1.35 -1.26 3.24
H -0.75 -2.49 8.83
H -1.33 -2.98 6.48
H -1.20 1.24 5.60
H -0.63 1.70 7.95
```

Calculated values
Orbital gap (alpha / beta) (eV): 3.51 / 4.36
Charge: -2
Multiplicity: 4
LUMO (alpha / beta) (eV): 3.62 / 3.62

Atom charges from the Mulliken analysis, given in e for atoms 1 to 99: V -0.028; C -0.797; C -0.837; C -0.191; C -0.140; C 2.044; C -1.092; C 0.222; C -1.005; C -1.673; C 1.699; C -0.601; C -0.579; C -0.913; C -0.188; C -0.808; N 1.646; H 0.370; H 0.385; H 0.260; H 0.450; H 0.360; H 0.286; H 0.353; H 0.377; H 0.420; H 0.223; O -0.750; C -1.100; C 2.418; C -1.197; O -0.604; C -1.701; Se -0.468; C -1.788; Se -0.499; H 0.392; H 0.498; H 0.218; H 0.442; H 0.378; H 0.465; H 0.403; H 0.480; H 0.672; H 0.492; C -1.268; P 0.054; C 0.690; C -0.311; C -0.507; C -0.536; C -0.771; C -0.253; C 2.042; C -0.362; C -0.421; C -1.139; C -1.127; C -0.848; P -0.057; C 0.298; C 0.024; C -0.614; C -0.423; C -0.594; C -0.407; C 0.639; C -0.443; C -0.577; C -0.436; C -0.534; C -0.504; H 0.537; H 0.611; H 0.432; H 0.390; H 0.352; H 0.394; H -0.103; H 0.116; H 0.727; H 0.387; H 0.348; H 0.218; H 0.436; H 0.382; H 0.357; H 0.397; H 0.337; H 0.386; H 0.359; H 0.350; H 0.379; H 0.252; F -0.287; C 0.945; F -0.297; F -0.281



[2]
Formula: C11H15NO5SV
Source: the Open Molecules 2025 dataset
Level of theory: wB97M-V/def2-TZVPD

Structure (XYZ):
```
34
Properties=species:S:1:pos:R:3
V 0.28 0.96 -1.01
N -1.35 2.13 -1.59
C -1.46 3.32 -0.70
C -0.09 3.69 -0.16
O 0.40 4.63 0.27
O 0.73 2.38 -0.27
H -1.23 2.43 -2.56
H -2.24 1.62 -1.57
H -2.08 3.08 0.16
H -1.89 4.18 -1.21
O -2.79 0.47 1.39
C -2.23 -0.36 1.91
O -0.34 -0.03 -0.02
C -1.75 -1.36 2.73
C -0.61 -2.16 2.48
C -0.28 -3.11 3.41
C -1.06 -3.27 4.56
C -2.17 -2.47 4.81
C -2.55 -1.52 3.90
H -0.04 -2.05 1.57
H 0.59 -3.73 3.27
H -0.79 -4.04 5.28
H -2.75 -2.60 5.72
H -3.43 -0.91 4.05
C 3.91 0.80 -3.28
S 2.75 -0.45 -2.75
C 2.20 -1.15 -4.29
O 1.48 0.42 -2.29
H 4.85 0.27 -3.44
H 4.03 1.50 -2.45
H 3.57 1.28 -4.19
H 3.00 -1.83 -4.61
H 2.04 -0.37 -5.03
H 1.30 -1.73 -4.09
```

Calculated values
Orbital gap (eV): 6.26
Charge: +3
Multiplicity: 1
LUMO (eV): -12.58

In elementary charge units, the Mulliken charges are: V 1.944; N -0.479; C -0.222; C 0.421; O -0.222; O -0.566; H 0.356; H 0.345; H 0.283; H 0.430; O -0.176; C 0.637; O -0.624; C 0.715; C -0.226; C -0.658; C -0.311; C -0.699; C -0.450; H 0.456; H 0.420; H 0.436; H 0.447; H 0.441; C -0.950; S 0.539; C -0.955; O -0.708; H 0.425; H 0.386; H 0.377; H 0.428; H 0.377; H 0.385



[3]
Formula: C5H7Br
Source: the Open Molecules 2025 dataset
Level of theory: wB97M-V/def2-TZVPD

Structure (XYZ):
```
13
Properties=species:S:1:pos:R:3
C 1.54 1.65 0.63
C 0.85 1.68 -0.50
C 0.21 0.45 -0.72
C 0.06 -0.66 -0.25
C -0.36 -2.03 -0.07
H 1.56 0.77 1.26
H 2.11 2.50 0.98
H 0.78 2.51 -1.18
H -1.03 -2.13 0.79
H 0.52 -2.64 0.11
H -0.87 -2.40 -0.96
Br -3.38 0.10 0.13
H -2.00 0.21 -0.20
```

Calculated values
Orbital gap (eV): 9.84
Multiplicity: 1
LUMO (eV): 0.76
SMILES: C=CC#CC.Br

In elementary charge units, the Mulliken charges are: C -0.677; C -0.209; C 0.490; C 0.017; C -1.375; H 0.221; H 0.248; H 0.354; H 0.369; H 0.354; H 0.288; Br -0.245; H 0.164



[4]
Formula: C8H6CoN2O4S
Source: the Open Molecules 2025 dataset
Level of theory: wB97M-V/def2-TZVPD

Structure (XYZ):
```
22
Properties=species:S:1:pos:R:3
O -2.91 1.94 -0.42
C -2.55 0.86 -0.18
Co -2.29 -0.76 0.44
O -3.59 -1.43 -2.17
C -3.08 -1.21 -1.15
C -3.08 -0.96 2.05
O -3.51 -1.05 3.12
C -1.21 -2.11 0.08
O -0.84 -3.22 0.01
C 1.42 2.43 0.09
N 1.76 1.02 -0.07
C 2.75 0.53 -0.89
C 2.71 -0.83 -0.83
N 1.67 -1.15 0.03
C 1.06 -0.02 0.48
S -0.42 0.12 1.40
H 0.40 2.57 -0.23
H 1.51 2.66 1.14
H 2.06 3.11 -0.45
H 3.42 1.15 -1.43
H 3.38 -1.51 -1.29
H 1.35 -2.13 0.24
```

Calculated values
Orbital gap (alpha / beta) (eV): 8.40 / 6.27
Charge: +2
Multiplicity: 4
LUMO (alpha / beta) (eV): -7.73 / -11.41

In elementary charge units, the Mulliken charges are: O -0.187; C 0.533; Co 0.032; O -0.129; C 0.129; C 0.281; O -0.134; C 0.592; O -0.195; C -0.753; N 0.136; C 0.039; C -0.538; N 0.003; C 0.134; S -0.123; H 0.315; H 0.362; H 0.329; H 0.468; H 0.451; H 0.256



[5]
Formula: C3H4ClF
Source: the Open Molecules 2025 dataset
Level of theory: wB97M-V/def2-TZVPD

Structure (XYZ):
```
9
Properties=species:S:1:pos:R:3
C -2.02 -0.33 0.45
C -0.82 0.00 -0.05
C 0.21 0.69 -0.51
F 1.04 1.53 0.16
H -2.94 0.37 0.38
H -2.30 -1.33 0.72
H 0.29 0.96 -1.50
Cl 2.91 -1.43 -0.03
H 3.63 -0.46 0.37
```

Calculated values
Orbital gap (eV): 10.51
Multiplicity: 1
LUMO (eV): 0.78
SMILES: C=C=CF.Cl

In elementary charge units, the Mulliken charges are: C -0.575; C 0.298; C -0.282; F -0.221; H 0.211; H 0.255; H 0.327; Cl -0.251; H 0.239



[6]
Formula: C34H33B3F5NO5
Source: the Open Molecules 2025 dataset
Level of theory: wB97M-V/def2-TZVPD

Structure (XYZ):
```
81
Properties=species:S:1:pos:R:3
C 4.33 -0.89 -1.10
C 5.27 0.47 -0.93
C 4.49 1.84 -1.49
O 4.62 2.17 -2.77
O 3.75 2.60 -0.47
C 2.78 3.53 -1.09
C 1.48 2.73 -1.69
B 0.03 3.50 -1.42
O -0.19 4.53 -0.34
B -1.52 4.36 0.28
F -1.82 4.38 1.74
O -2.68 4.09 -0.64
B -2.23 2.85 -1.36
C -2.91 1.34 -1.07
C -1.85 0.11 -1.16
C -2.48 -1.40 -0.82
C -4.10 -1.30 -0.46
C -5.00 0.06 -0.47
N -4.37 1.37 -0.78
O -1.10 3.06 -2.32
H 3.41 -0.75 -0.37
H 3.92 -1.03 -2.19
H 4.92 -1.87 -0.76
H 5.48 0.58 0.23
H 6.32 0.33 -1.45
H 3.24 4.22 -1.93
H 2.46 4.28 -0.22
H 1.61 2.52 -2.85
H 1.43 1.69 -1.16
H -0.72 0.27 -1.43
H -1.85 -2.39 -0.81
H -4.66 -2.31 -0.18
H -6.16 0.01 -0.19
F -0.46 -4.10 -1.14
C -0.56 -5.23 -0.43
C -0.46 -5.17 0.96
C -0.57 -6.34 1.71
C -0.76 -7.57 1.06
C -0.85 -7.62 -0.33
C -0.75 -6.44 -1.08
H -0.30 -4.21 1.45
H -0.50 -6.31 2.79
H -0.84 -8.48 1.64
H -0.99 -8.57 -0.84
H -0.83 -6.46 -2.16
F 1.86 1.86 -5.91
C 2.70 2.71 -6.53
C 2.59 2.89 -7.90
C 3.45 3.78 -8.55
C 4.43 4.45 -7.81
C 4.53 4.26 -6.43
C 3.66 3.38 -5.79
H 1.83 2.35 -8.46
H 3.37 3.94 -9.62
H 5.11 5.14 -8.32
H 5.30 4.78 -5.87
H 3.72 3.22 -4.72
F -5.17 1.19 2.21
C -5.31 2.31 2.93
C -4.77 3.50 2.45
C -4.92 4.67 3.20
C -5.60 4.64 4.42
C -6.14 3.44 4.89
C -6.00 2.27 4.14
H -4.24 3.51 1.51
H -4.51 5.61 2.83
H -5.72 5.55 5.00
H -6.66 3.41 5.84
H -6.41 1.33 4.48
F 1.52 -6.64 4.39
C 1.38 -5.52 5.11
C 1.92 -4.33 4.63
C 1.77 -3.16 5.38
C 1.09 -3.20 6.60
C 0.56 -4.40 7.07
C 0.70 -5.57 6.32
H 2.45 -4.33 3.69
H 2.18 -2.23 5.01
H 0.98 -2.29 7.18
H 0.03 -4.43 8.02
H 0.28 -6.51 6.66
```

Calculated values
Orbital gap (eV): 8.38
Multiplicity: 1
LUMO (eV): -0.59
SMILES: CCC(=O)OCCB1OB(F)OB(c2ccccn2)O1.Fc1ccccc1.Fc1ccccc1.Fc1ccccc1.Fc1ccccc1

In elementary charge units, the Mulliken charges are: C -0.867; C -0.438; C 0.515; O -0.514; O -0.382; C -0.274; C -0.240; B 0.371; O -0.364; B 0.572; F -0.266; O -0.370; B 0.319; C 0.209; C -0.247; C -0.160; C -0.325; C -0.175; N -0.277; O -0.174; H 0.213; H 0.262; H 0.312; H 0.258; H 0.298; H 0.238; H 0.265; H 0.181; H 0.077; H 0.177; H 0.291; H 0.248; H 0.274; F -0.324; C 0.414; C -0.415; C -0.151; C -0.652; C -0.307; C -0.547; H 0.469; H 0.336; H 0.373; H 0.356; H 0.417; F -0.267; C 0.192; C -0.403; C -0.455; C -0.433; C -0.502; C -0.015; H 0.411; H 0.358; H 0.356; H 0.374; H 0.405; F -0.207; C 0.026; C 0.030; C -0.422; C -0.497; C -0.452; C -0.436; H 0.468; H 0.369; H 0.348; H 0.353; H 0.410; F -0.332; C 0.241; C -0.197; C -0.407; C -0.429; C -0.379; C -0.412; H 0.447; H 0.357; H 0.362; H 0.353; H 0.407



Values for DFT total energy, hartree, ordered as above
-9019.7674; -2200.2477; -2768.6221; -2499.1426; -676.6659; -2320.1674